No. 1
Molecular formula: C36H32CuN3O2STe
Method: DFT, the ωB97M-V functional and the def2-TZVPD basis

As for the energy above the lowest of the compared OMol25 structures with the same formula, charge and spin: 5.1 kcal per mole. The HOMO-LUMO gap is 6.8805 eV. The value obtained for the maximum force is 0.0082 Eh/bohr.

Last column: Mulliken charge in e.
Cartesian coordinates (Å):
Cu  -1.86  -0.18  1.21  -0.4885
C  4.75  0.35  3.46  -1.6639
C  3.29  0.51  3.10  -0.0317
C  2.64  1.74  3.22  -0.4696
C  1.32  1.89  2.88  0.9039
C  0.70  3.25  3.02  -0.6488
O  0.96  3.96  3.97  -0.6400
C  -0.21  3.75  1.94  0.2869
C  0.00  3.41  0.61  -0.0738
C  -0.80  3.94  -0.38  -0.5296
C  -1.84  4.80  -0.05  -0.4279
C  -2.05  5.15  1.28  -0.6091
C  -1.23  4.64  2.27  -0.5895
C  0.52  0.79  2.45  0.8938
O  -0.73  1.00  2.30  -1.2702
C  1.19  -0.47  2.26  0.8906
C  2.55  -0.55  2.62  -0.9205
C  0.55  -1.68  1.71  1.8579
N  -0.65  -1.74  1.24  -0.0667
C  -1.16  -3.01  0.70  -0.7767
C  -0.76  -3.31  -0.74  -0.7537
Te  -1.13  -1.78  -2.21  0.2168
C  0.79  -0.93  -2.06  -0.6448
C  1.06  0.08  -1.14  0.6074
C  2.37  0.54  -0.98  -0.1603
C  3.39  0.00  -1.74  -0.7221
C  3.12  -0.99  -2.67  -0.6423
C  1.82  -1.46  -2.83  -0.3420
C  1.40  -2.92  1.66  -1.1449
C  2.26  -3.13  0.59  0.2166
C  3.06  -4.27  0.54  -0.7417
C  3.00  -5.20  1.57  -0.5648
C  2.14  -4.98  2.65  -0.8150
C  1.35  -3.84  2.69  0.1232
H  5.16  1.28  3.84  0.3751
H  5.35  0.06  2.60  0.3120
H  4.89  -0.41  4.23  0.3435
H  3.18  2.61  3.58  0.3954
H  0.80  2.72  0.36  0.4411
H  -0.62  3.68  -1.42  0.5536
H  -2.48  5.21  -0.83  0.3864
H  -2.86  5.82  1.54  0.4009
H  -1.37  4.91  3.31  0.4395
H  3.06  -1.49  2.51  0.4765
H  -2.24  -2.96  0.76  0.3906
H  -0.84  -3.86  1.31  0.3409
H  -1.29  -4.19  -1.09  0.6123
H  0.31  -3.52  -0.83  0.0708
H  0.26  0.50  -0.54  0.1466
H  2.58  1.29  -0.23  0.2554
H  4.41  0.35  -1.60  0.4244
H  3.92  -1.41  -3.27  0.3757
H  1.61  -2.24  -3.55  0.4443
H  2.32  -2.39  -0.21  0.3633
H  3.73  -4.42  -0.29  0.4713
H  3.62  -6.08  1.54  0.3899
H  2.10  -5.70  3.45  0.4253
H  0.70  -3.67  3.54  0.5300
N  -4.86  -1.17  -0.27  -0.4357
C  -4.28  -0.08  -0.82  0.6451
S  -3.44  1.02  0.14  -0.2563
N  -4.53  0.07  -2.14  -0.0519
C  -3.90  0.87  -3.13  0.5239
C  -4.56  0.91  -4.36  -0.6310
C  -4.01  1.61  -5.42  -0.5849
C  -2.80  2.28  -5.27  -0.6668
C  -2.15  2.22  -4.05  -0.8060
C  -2.69  1.52  -2.97  0.3613
H  -4.70  -1.32  0.71  0.2315
H  -5.17  -1.94  -0.83  0.1938
H  -5.25  -0.52  -2.51  0.1976
H  -5.50  0.39  -4.49  0.3285
H  -4.54  1.64  -6.37  0.3653
H  -2.37  2.83  -6.09  0.3991
H  -1.20  2.72  -3.92  0.3763
H  -2.17  1.49  -2.03  0.1866

---

No. 2
Molecular formula: C2H7N3O
Method: DFT, the ωB97M-V functional and the def2-TZVPD basis

As for the energy above the lowest of the compared OMol25 structures with the same formula, charge and spin: 142.6 kcal per mole. The HOMO-LUMO gap is 8.2608 eV. The value obtained for the maximum force is 0.0927 Eh/bohr.

Last column: Mulliken charge in e.
Cartesian coordinates (Å):
C  0.33  -0.78  -0.76  -0.8714
N  0.40  0.58  -0.43  0.0109
C  0.10  -0.25  1.12  0.5781
N  -0.13  1.72  -1.46  -0.6541
N  -0.66  -1.31  1.49  -0.3590
O  0.50  0.52  1.98  -0.5788
H  1.35  0.91  -0.25  0.2902
H  0.32  2.57  -1.10  0.2482
H  -1.14  1.84  -1.41  0.2539
H  -0.92  -2.02  0.81  0.2334
H  -0.68  -1.57  2.46  0.2569
H  -0.65  -1.10  -1.10  0.2967
H  1.20  -1.09  -1.35  0.2949

---

No. 3
Molecular formula: C3H9NO
Method: DFT, the ωB97M-V functional and the def2-TZVPD basis

As for the energy above the lowest of the compared OMol25 structures with the same formula, charge and spin: 82.3 kcal per mole. The HOMO-LUMO gap is 8.2808 eV. The value obtained for the maximum force is 0.0741 Eh/bohr.

Last column: Mulliken charge in e.
Cartesian coordinates (Å):
C  0.39  -1.52  -1.65  -0.5728
O  -0.10  -1.26  -0.39  -0.6161
H  -0.26  -1.17  -2.48  0.1900
H  1.38  -1.04  -1.78  0.2120
H  0.43  -2.60  -1.89  0.2029
C  -1.20  1.36  1.01  -0.8313
C  0.83  -0.01  0.97  -0.3843
N  0.18  1.05  0.62  -0.0077
H  -1.56  2.12  0.32  0.2993
H  -1.13  1.84  1.99  0.3142
H  -1.78  0.46  1.04  0.2956
H  0.42  -0.75  1.64  0.2729
H  1.83  -0.19  0.61  0.3584
H  0.58  1.73  -0.01  0.2669

---

No. 4
Molecular formula: BCdH26O15P
Method: DFT, the ωB97M-V functional and the def2-TZVPD basis

The charge is -2. As for the energy above the lowest of the compared OMol25 structures with the same formula, charge and spin: 0.0 kcal per mole. The HOMO-LUMO gap is 4.3371 eV. The value obtained for the maximum force is 0.0884 Eh/bohr.

Last column: Mulliken charge in e.
Cartesian coordinates (Å):
Cd  -0.71  1.42  0.59  0.4628
P  -2.90  0.84  1.96  0.6839
O  -3.09  0.83  3.47  -0.8994
O  -4.24  0.27  1.41  -0.9619
O  -1.73  -0.06  1.42  -0.7605
O  -2.47  2.21  1.35  -0.6992
B  0.92  0.08  -0.44  3.3447
H  1.00  1.16  -0.88  -0.2442
H  0.75  0.16  0.70  -0.4154
H  -0.02  -0.45  -0.89  -0.3930
H  1.86  -0.54  -0.71  -0.8001
O  -0.13  3.45  -0.10  -0.3859
H  -0.69  3.95  -0.70  0.2081
H  0.59  4.05  0.15  0.2196
O  -1.22  -2.91  -1.92  -0.7269
H  -1.83  -2.16  -1.90  0.2946
H  -1.52  -3.45  -1.18  0.3559
O  -1.17  -2.63  2.06  -0.7213
H  -1.50  -1.72  1.81  0.4478
H  -0.31  -2.70  1.65  0.3127
O  1.20  -3.10  -0.41  -0.7462
H  0.43  -3.32  -0.96  0.3713
H  1.27  -2.14  -0.51  0.1053
O  1.92  -1.30  2.43  -0.6431
H  2.86  -1.43  2.29  0.2638
H  1.59  -0.93  1.60  0.1189
O  3.10  2.27  -0.13  -0.7027
H  2.25  1.86  -0.39  -0.0895
H  3.61  2.32  -0.94  0.2613
O  4.25  -1.08  -1.28  -0.6721
H  3.29  -1.11  -1.21  0.1062
H  4.43  -0.20  -1.63  0.2894
O  -1.84  1.35  -1.36  -0.3285
H  -2.06  0.55  -1.84  0.1772
H  -2.47  2.01  -1.66  0.1832
O  -3.35  -1.34  -0.51  -0.8052
H  -2.45  -1.34  -0.17  0.2747
H  -3.84  -0.77  0.22  0.4244
O  0.35  1.96  2.42  -0.4460
H  0.13  1.65  3.31  0.2603
H  1.26  2.28  2.47  0.2189
O  0.90  0.30  -3.45  -0.7094
H  0.94  0.31  -2.47  0.4465
H  0.61  -0.59  -3.67  0.3193